Molecular formula: C3H3NO3
Method: DFT, the ωB97M-V functional and the def2-TZVPD basis

Each line ends with the Löwdin charge.
Cartesian coordinates (Å):
O  2.3079  0.3235  0.6162  0.10
C  1.5985  0.6019  -0.3064  -0.30
N  0.2103  0.4063  -0.3460  0.11
C  -0.4446  -0.6280  0.3182  -0.40
O  0.0833  -1.4699  0.9942  0.15
C  -1.9660  -0.6159  0.0711  -0.16
O  -2.6460  -1.5653  0.3523  0.11
H  1.9701  1.0542  -1.2421  0.13
H  -0.3015  0.9339  -1.0433  0.13
H  -2.4133  0.3069  -0.3577  0.12

E: -396.575721 hartree
HOMO level: -0.3756 Eh
gap between HOMO and LUMO: 0.3484 Ha
relative energy (zero: lowest compared OMol25 entry of this formula, charge and spin): 30.6 kcal/mol
SMILES: O=CNC(=O)C=O

Molecular formula: C24H45N2O14P2S2
Method: DFT, the ωB97M-V functional and the def2-TZVPD basis

Each line ends with the Löwdin charge.
Cartesian coordinates (Å):
C  -3.2045  -6.2708  2.8462  -0.08
C  -4.5819  -6.0036  2.1002  -0.22
C  -5.8267  -5.5883  2.8063  -0.06
C  -7.0372  -5.3354  1.9730  -0.03
C  -7.0440  -5.4732  0.4843  -0.10
C  -8.3465  -5.1493  -0.3392  -0.36
C  -9.0142  -6.4640  -0.9632  -0.08
C  -8.0994  -4.0028  -1.4035  -0.09
C  -5.7945  -5.9239  -0.2302  -0.18
O  -5.8708  -6.0289  -1.6188  -0.12
C  -4.8642  -6.8781  -2.1739  -0.22
S  -3.3878  -5.9466  -2.8513  0.59
O  -2.3073  -5.8531  -1.8436  -0.39
O  -2.8909  -6.8366  -3.9362  -0.39
N  -3.8186  -4.5026  -3.5946  -0.30
S  -3.8761  -3.2140  -2.5313  0.57
O  -4.0916  -2.0062  -3.3638  -0.36
O  -4.9638  -3.2589  -1.5320  -0.35
N  -2.3873  -2.9322  -1.6843  0.01
C  -2.7330  -2.6918  -0.4982  -0.38
O  -3.0522  -2.3409  0.5630  0.19
C  -4.6035  -6.1756  0.6076  0.03
H  -2.8616  -5.3167  3.3412  0.08
H  -2.4511  -6.5375  2.0383  0.08
H  -3.2859  -7.1156  3.5830  0.07
H  -5.8491  -5.4756  3.9265  0.09
H  -8.0080  -4.9997  2.4358  0.09
H  -9.0908  -4.7256  0.4115  0.12
H  -8.7155  -7.3349  -0.3127  0.08
H  -8.7056  -6.5799  -2.0381  0.08
H  -10.1393  -6.3524  -0.8398  0.07
H  -7.5735  -3.1121  -0.9533  0.08
H  -9.0993  -3.6327  -1.8105  0.08
H  -7.5228  -4.3469  -2.3155  0.08
H  -4.5529  -7.7385  -1.5145  0.13
H  -5.3293  -7.3534  -3.0962  0.13
H  -3.6435  -6.5157  0.1403  0.09
O  1.3581  1.5898  0.2299  -0.23
P  -0.1088  1.9217  0.4278  0.68
O  -0.5089  2.1761  -1.1457  -0.22
C  -0.6870  1.0403  -1.9923  -0.28
C  -2.0336  0.3823  -1.7527  -0.08
O  0.1238  3.5089  0.8626  -0.23
C  1.3167  3.8980  1.5345  -0.31
C  2.3112  4.4985  0.5606  -0.08
O  -1.7403  2.1459  0.8245  -0.21
C  -2.1209  1.9208  2.1919  -0.28
C  -1.8221  3.1179  3.0765  -0.08
H  0.1282  0.3245  -1.8372  0.11
H  -0.6296  1.3946  -3.0230  0.12
H  -2.0697  -0.0692  -0.7571  0.05
H  -2.2164  -0.4003  -2.4902  0.06
H  -2.8379  1.1174  -1.8048  0.09
H  1.7493  3.0552  2.0790  0.10
H  1.0434  4.6492  2.2816  0.11
H  2.4893  3.8458  -0.2968  0.07
H  3.2650  4.6954  1.0550  0.06
H  1.9213  5.4378  0.1595  0.08
H  -1.6305  1.0199  2.5695  0.11
H  -3.1964  1.7318  2.1887  0.12
H  -0.7595  3.1626  3.3227  0.06
H  -2.3706  3.0495  4.0182  0.08
H  -2.0845  4.0514  2.5780  0.09
O  8.5460  4.2576  -1.8270  -0.22
P  8.2703  4.5890  -0.3737  0.67
O  6.6459  4.8237  -0.4892  -0.22
C  5.7971  3.6826  -0.5854  -0.29
C  5.6087  3.0289  0.7725  -0.09
O  8.7345  6.1803  -0.4594  -0.24
C  9.7429  6.5852  -1.3813  -0.32
C  9.1225  7.1778  -2.6315  -0.08
O  8.1302  4.8143  1.3009  -0.21
C  9.3121  4.6066  2.0917  -0.28
C  10.2291  5.8161  2.0839  -0.08
H  6.2057  2.9679  -1.3084  0.11
H  4.8331  4.0262  -0.9634  0.11
H  6.5468  2.5871  1.1209  0.06
H  4.8568  2.2387  0.7183  0.08
H  5.3013  3.7647  1.5166  0.07
H  10.4083  5.7525  -1.6211  0.10
H  10.3545  7.3450  -0.8860  0.11
H  8.3754  6.5126  -3.0692  0.07
H  9.8883  7.3872  -3.3821  0.08
H  8.6054  8.1092  -2.3863  0.08
H  9.8372  3.7122  1.7455  0.11
H  8.9743  4.4145  3.1125  0.12
H  10.7955  5.8672  1.1524  0.06
H  10.9520  5.7588  2.9002  0.08
H  9.6607  6.7419  2.1754  0.09

total charge: -1
E: -3583.366089 hartree
HOMO level: -0.2160 Eh
gap between HOMO and LUMO: 0.2098 Ha

Molecular formula: C19H39Br16NO
Method: DFT, the ωB97M-V functional and the def2-TZVPD basis

Each line ends with the Löwdin charge.
Cartesian coordinates (Å):
C  0.4344  1.8286  -0.1458  -0.13
N  0.3745  0.7844  0.8444  -0.16
C  0.1886  1.2882  2.2082  -0.02
C  0.6130  -0.5192  0.6352  -0.36
O  0.5269  -1.4038  1.4734  -0.02
H  1.2893  2.5003  -0.0742  -0.02
H  -0.4173  2.5061  -0.0435  0.04
H  0.3837  1.4715  -1.1736  0.03
H  -0.0626  0.4159  2.8018  0.08
H  1.0941  1.7167  2.6467  0.10
H  -0.6030  2.0334  2.2019  0.09
H  0.9826  -0.7547  -0.3776  0.08
Br  0.3473  -5.1245  2.7927  0.58
C  1.9491  -4.0105  2.4241  -0.65
C  3.0350  -4.3431  3.4558  -0.76
Br  2.4544  -4.3648  5.2872  0.61
H  1.6251  -2.9813  2.5429  0.03
H  2.2369  -4.3290  1.4317  0.00
H  3.8246  -3.6064  3.3284  0.00
H  3.4639  -5.3062  3.1836  0.06
Br  2.6607  4.6926  0.3211  0.66
C  4.3159  5.6006  -0.3008  -0.67
C  4.1059  7.0760  -0.2894  -0.67
Br  5.8298  7.9578  -0.7574  0.59
H  4.5836  5.2123  -1.2798  0.06
H  5.1307  5.3135  0.3607  0.05
H  3.8569  7.4742  0.6868  0.05
H  3.4147  7.3845  -1.0674  0.05
Br  -3.8478  -1.9640  2.9808  0.60
C  -2.6560  -3.0350  4.1222  -0.67
C  -2.1783  -2.2295  5.3035  -0.69
Br  -2.0138  -3.3708  6.8893  0.61
H  -1.8595  -3.3632  3.4659  -0.01
H  -3.3012  -3.8367  4.4652  0.04
H  -2.9002  -1.4455  5.5286  0.03
H  -1.2629  -1.6749  5.1054  0.06
Br  -1.2736  -5.7325  -0.3346  0.58
C  -2.7420  -4.5438  0.2820  -0.67
C  -3.7709  -4.6831  -0.8418  -0.65
Br  -5.4772  -4.0169  -0.0496  0.59
H  -2.3485  -3.5319  0.3410  0.04
H  -3.0868  -4.8294  1.2686  0.04
H  -3.8870  -5.7213  -1.1225  0.03
H  -3.5532  -4.0266  -1.6767  0.03
Br  -1.3625  9.1370  -1.5266  0.61
C  -1.6119  7.2060  -1.8080  -0.71
C  -0.3304  6.5555  -2.2781  -0.61
Br  -0.5114  4.5859  -1.9495  0.62
H  -2.4559  6.9339  -2.4398  0.06
H  -1.9088  6.7782  -0.8513  0.04
H  0.5111  6.8300  -1.6542  0.03
H  -0.2060  6.6435  -3.3502  0.06
Br  4.7698  -3.0400  0.7295  0.74
C  3.8198  -1.6311  -0.1953  -0.68
C  3.4802  -2.0806  -1.6063  -0.64
Br  1.8254  -3.1351  -1.4993  0.65
H  4.4206  -0.7209  -0.1701  0.06
H  2.9400  -1.3396  0.3761  0.02
H  4.2385  -2.7700  -1.9675  0.04
H  3.4063  -1.2942  -2.3533  0.06
Br  -4.0903  -1.0708  -3.1611  0.62
C  -4.3776  -0.7316  -1.2586  -0.68
C  -3.5083  0.4291  -0.7977  -0.68
Br  -4.3304  1.4104  0.6994  0.59
H  -4.0305  -1.6408  -0.7817  -0.01
H  -5.4314  -0.5860  -1.0498  0.05
H  -3.3878  1.1822  -1.5680  0.02
H  -2.5456  0.0430  -0.4775  0.05
Br  -0.8315  0.9836  -3.7366  0.63
C  0.2303  -0.3464  -4.6915  -0.68
C  -0.4513  -1.7157  -4.8288  -0.73
Br  0.8112  -3.0555  -5.3819  0.65
H  1.1113  -0.5974  -4.0948  0.02
H  0.5847  0.1321  -5.5964  0.06
H  -1.2113  -1.5790  -5.6029  0.06
H  -1.0462  -2.0236  -3.9731  0.03

E: -42061.561005 hartree
HOMO level: -0.3385 Eh
gap between HOMO and LUMO: 0.3366 Ha
relative energy (zero: lowest compared OMol25 entry of this formula, charge and spin): 25.6 kcal/mol
SMILES: CN(C)C=O.BrCCBr.BrCCBr.BrCCBr.BrCCBr.BrCCBr.BrCCBr.BrCCBr.BrCCBr

Molecular formula: C18H27N5O7P2Re
Method: DFT, the ωB97M-V functional and the def2-TZVPD basis

Each line ends with the Löwdin charge.
Cartesian coordinates (Å):
Re  -0.3662  0.0666  0.2204  1.64
C  -0.0678  2.1319  1.3421  -0.25
C  -0.7632  2.2545  0.0863  -0.31
C  -2.0086  1.5654  0.2214  -0.31
C  -2.0338  0.9809  1.5333  -0.28
C  -0.8160  1.2975  2.2041  -0.26
C  -0.4696  0.9678  3.6186  0.01
C  -3.2098  0.3350  2.1829  0.00
C  -3.1508  1.5632  -0.7459  0.01
C  -0.3507  3.1557  -1.0325  0.00
C  1.1599  2.8876  1.7062  0.01
H  -0.9216  1.7086  4.2828  0.12
H  0.6062  0.9893  3.7732  0.08
H  -0.8407  -0.0117  3.9154  0.09
H  -3.7634  1.1080  2.7222  0.12
H  -2.9142  -0.4117  2.9184  0.08
H  -3.8971  -0.1017  1.4619  0.08
H  -2.8123  1.7406  -1.7656  0.09
H  -3.8591  2.3539  -0.4924  0.11
H  -3.6985  0.6214  -0.7236  0.08
H  -0.5250  4.1946  -0.7470  0.11
H  -0.9212  2.9616  -1.9387  0.08
H  0.7099  3.0499  -1.2594  0.08
H  0.8487  3.7070  2.3613  0.13
H  1.6456  3.3218  0.8370  0.09
H  1.8733  2.2918  2.2681  0.07
C  4.1440  -2.3108  0.8645  -0.04
C  3.3522  -1.4394  -0.0997  -0.57
O  4.1530  -0.9979  -1.1967  -0.04
P  2.8363  0.1364  0.6151  0.54
O  2.4321  -0.0294  2.1297  -0.08
O  4.0384  1.1291  0.6036  -0.03
O  1.6332  0.6819  -0.1360  -0.38
P  1.7946  -2.2191  -0.7335  0.40
O  1.9421  -3.7538  -0.3738  -0.08
O  1.7019  -1.9395  -2.1781  -0.24
O  0.6643  -1.7129  0.2113  -0.42
H  4.9968  -1.7653  1.2733  0.10
H  4.5281  -3.1749  0.3262  0.10
H  3.5142  -2.6770  1.6765  0.10
H  3.7347  -1.2843  -2.0264  0.10
H  3.1001  -0.3571  2.7491  0.13
H  4.6457  1.0201  -0.1494  0.13
H  1.8704  -4.3400  -1.1399  0.11
N  -3.1939  -3.0872  -0.1232  0.09
C  -2.5275  -2.2973  0.7100  -0.07
N  -1.8924  -1.3872  -0.0139  -0.02
C  -2.1969  -1.7143  -1.3088  -0.28
N  -2.9984  -2.7367  -1.4091  0.19
C  -1.5063  -0.9997  -2.3727  -0.17
C  -1.7106  -1.1836  -3.7272  -0.01
N  -0.9741  -0.5405  -4.6269  0.15
C  -0.0210  0.2609  -4.1797  -0.05
C  0.2085  0.4543  -2.8209  -0.07
N  -0.5523  -0.1623  -1.9235  0.00
H  -3.7826  -3.8786  0.0977  0.19
H  -2.5104  -2.4091  1.7801  0.15
H  -2.4762  -1.8615  -4.0840  0.14
H  0.5919  0.7678  -4.9142  0.13
H  1.0063  1.0795  -2.4503  0.11

total charge: +2
E: -2263.330257 hartree
HOMO level (alpha / beta): -0.5419 / -0.5545 Eh
multiplicity: 2
<S²>: 0.76
gap between HOMO and LUMO (alpha / beta): 0.3106 / 0.2869 Ha
relative energy (zero: lowest compared OMol25 entry of this formula, charge and spin): 0.0 kcal/mol

Molecular formula: C23H17N8SSn
Method: DFT, the ωB97M-V functional and the def2-TZVPD basis

Each line ends with the Löwdin charge.
Cartesian coordinates (Å):
Sn  2.2780  1.2439  -1.5017  1.13
N  -2.0403  1.4025  -3.4393  0.12
C  -0.9821  1.1917  -2.6304  -0.70
S  -0.2977  2.6683  -1.8934  0.90
N  -0.6016  -0.0137  -2.4044  0.06
N  0.4851  -0.2019  -1.5794  -0.09
C  0.5560  -1.3310  -0.9633  -0.15
C  -0.5342  -2.3340  -0.9663  -0.20
C  -0.8522  -3.0378  -2.1223  -0.02
C  -1.8668  -3.9809  -2.0918  -0.05
C  -2.5717  -4.2116  -0.9180  -0.06
C  -2.2567  -3.5064  0.2346  -0.06
C  -1.2313  -2.5729  0.2148  -0.06
C  1.8079  -1.6079  -0.2133  -0.20
C  1.9608  -2.7220  0.5924  0.04
C  3.1519  -2.8860  1.2902  0.00
C  4.1600  -1.9526  1.1430  -0.02
C  3.9470  -0.8843  0.2867  -0.11
N  2.8012  -0.7189  -0.3669  -0.06
H  -2.1930  2.3193  -3.8224  0.11
H  -2.4343  0.6101  -3.9237  0.12
H  -0.3118  -2.8454  -3.0398  0.12
H  -2.1096  -4.5357  -2.9878  0.11
H  -3.3650  -4.9466  -0.9008  0.11
H  -2.8013  -3.6872  1.1515  0.11
H  -0.9727  -2.0282  1.1160  0.12
H  1.1606  -3.4409  0.6833  0.12
H  3.2829  -3.7349  1.9467  0.13
H  5.0928  -2.0381  1.6803  0.13
H  4.7090  -0.1288  0.1344  0.13
N  1.8922  1.7161  0.5072  -0.04
C  2.2845  1.7927  1.6161  -0.34
N  2.7029  1.8724  2.7959  0.12
C  3.0350  0.7178  3.3853  -0.35
N  3.3207  -0.2794  3.8908  0.13
C  -2.6226  0.7958  0.0716  0.10
C  -1.8138  1.8103  0.3836  -0.30
C  -1.1532  1.8913  1.6871  -0.04
C  -0.6639  3.0421  2.1508  -0.03
C  -0.7449  4.2546  1.3333  -0.21
C  -1.2087  4.2392  0.0782  -0.06
C  -1.6309  2.9616  -0.5613  -0.41
C  -0.3134  5.4990  1.9137  -0.16
N  0.0304  6.4913  2.3776  0.19
H  -3.1860  0.7701  -0.8524  0.08
H  -2.7659  -0.0299  0.7563  0.07
H  -1.1321  0.9988  2.3008  0.12
H  -0.2191  3.1159  3.1334  0.12
H  -1.2593  5.1475  -0.5075  0.13
H  -2.5226  3.1046  -1.1697  0.12

total charge: +1
E: -1936.934464 hartree
HOMO level: -0.4262 Eh
gap between HOMO and LUMO: 0.2687 Ha
relative energy (zero: lowest compared OMol25 entry of this formula, charge and spin): 13.2 kcal/mol